Record 1
183
Properties=species:S:1:pos:R:3:lowdin_charge:R:1 method="wB97M-V/def2-TZVPD" e_homo_ha=-0.32297 orbital_gap_ev=9.209 total_charge=0 molar_mass_g_mol=1104.414 e_above_lowest_kj_mol=326.8
C 13.7613 21.2582 9.0869 -0.592
O 12.7963 20.9178 8.3758 -0.041
N 14.2138 22.5937 9.0071 0.175
N 14.3860 20.4194 9.9717 0.196
H 14.7197 22.9660 9.7618 0.015
H 13.8112 23.3083 8.4679 0.081
H 13.9627 19.4905 10.0810 0.083
H 15.1719 20.7859 10.4735 0.068
C 20.0426 14.8952 16.8164 -0.675
O 19.9770 14.6021 17.9751 0.048
N 19.3786 15.9590 16.1251 0.127
N 20.6735 14.0549 15.9311 0.141
H 18.9921 16.7380 16.7420 0.111
H 19.8558 16.4127 15.3539 0.071
H 21.0126 13.1934 16.3006 0.093
H 20.6909 14.2447 14.9309 0.072
C 19.1385 21.2616 13.4048 -0.661
O 19.7433 22.2023 12.9730 0.035
N 18.0592 20.6587 12.7042 0.164
N 19.4841 20.7430 14.6319 0.139
H 17.9952 20.8694 11.7159 0.052
H 17.7749 19.7358 12.9825 0.041
H 19.0778 19.9162 15.0609 0.071
H 20.3474 21.0710 15.0716 0.120
C 12.7847 17.2387 8.4589 -0.669
O 12.6833 16.0858 8.7228 0.053
N 12.1545 18.2208 9.1145 0.163
N 13.5178 17.7551 7.3576 0.145
H 12.1225 19.1055 8.6049 0.057
H 11.3029 18.0048 9.6371 0.117
H 13.0474 18.5000 6.8858 0.074
H 13.6770 17.0527 6.6316 0.098
C 16.3338 19.2064 15.7445 -0.668
O 17.2949 18.4199 15.7370 -0.050
N 15.2676 18.6225 16.2463 0.177
N 16.5864 20.4901 15.3749 0.203
H 15.4107 17.6248 16.3588 0.122
H 14.4622 19.0944 16.6467 0.119
H 17.4860 20.8503 15.1221 0.047
H 15.8996 21.1439 15.0156 0.062
C 15.4678 13.4897 8.7615 -0.645
O 16.3274 12.7095 9.2101 -0.024
N 15.1463 14.6635 9.4148 0.172
N 14.8424 13.2486 7.5717 0.157
H 14.2400 15.0591 9.1938 0.041
H 15.4789 14.8525 10.3563 0.081
H 15.2822 12.4762 7.1075 0.099
H 14.2421 13.8727 7.0855 0.083
C 22.9781 13.4199 12.5788 -0.576
O 22.0746 14.1761 12.9102 0.005
N 23.3394 12.2365 13.3095 0.142
N 23.7562 13.6309 11.4225 0.145
H 22.8880 12.1430 14.2258 0.100
H 24.2792 11.9464 13.2605 0.066
H 24.1299 12.8082 10.9815 0.089
H 23.4188 14.3252 10.7745 0.085
C 17.5725 20.8454 8.6761 -0.594
O 17.2573 21.1162 9.8332 -0.013
N 16.8424 19.9517 7.9221 0.159
N 18.5921 21.4458 7.9088 0.150
H 15.9320 19.5901 8.1712 0.073
H 17.2416 19.3716 7.1762 0.114
H 18.1717 21.7507 7.0506 0.088
H 19.0232 22.2114 8.3763 0.088
C 15.9127 8.5342 16.6556 -0.057
C 16.2988 9.4441 15.4895 -0.421
C 16.4325 10.8964 15.9192 -0.220
O 16.9980 11.6067 14.8248 -0.206
C 17.4385 12.8774 15.3436 -0.101
N 17.5451 8.9243 14.8892 0.052
H 16.7061 8.6421 17.4069 0.080
H 15.9286 7.4878 16.3180 0.081
H 14.9355 8.7306 17.0906 0.071
H 15.6129 9.3959 14.6390 0.119
H 17.1953 10.9689 16.6800 0.111
H 15.5446 11.4900 16.2815 0.126
H 16.6112 13.5092 15.6352 0.066
H 17.9675 13.3668 14.5461 0.047
H 18.1477 12.7619 16.2165 0.103
H 17.9492 9.5283 14.1863 0.065
H 18.2435 8.6234 15.5112 0.047
C 16.1453 23.6508 14.1048 -0.039
C 15.5788 22.9994 12.8064 -0.400
C 14.0670 22.6188 13.0559 -0.191
O 13.8820 21.7830 14.1779 -0.192
C 13.3384 20.5220 13.8709 -0.098
N 15.6468 23.8039 11.5767 0.033
H 15.9072 24.7267 14.1030 0.080
H 17.2529 23.5488 14.1711 0.084
H 15.6479 23.2106 14.9661 0.060
H 16.0614 22.0549 12.6167 0.090
H 13.5487 22.2937 12.1359 0.105
H 13.5872 23.5592 13.2867 0.116
H 12.8872 20.6210 12.9037 0.059
H 12.5713 20.2200 14.5506 0.069
H 14.1337 19.7296 13.7756 0.078
H 16.5793 23.6653 11.0687 0.115
H 15.6579 24.7782 11.8009 0.059
C 13.0127 13.1494 12.7571 -0.044
C 12.9875 13.0215 14.2481 -0.451
C 13.0787 11.5361 14.5819 -0.245
O 12.0052 10.7908 14.1141 -0.168
C 12.2315 9.4343 14.3412 -0.121
N 13.9924 13.8177 14.8814 0.085
H 14.0743 13.0513 12.4439 0.093
H 12.6627 14.1518 12.5858 0.057
H 12.4514 12.3945 12.1637 0.100
H 12.0466 13.3234 14.6892 0.127
H 13.0262 11.3926 15.6604 0.124
H 14.0686 11.2145 14.2200 0.123
H 12.3353 9.2353 15.4144 0.083
H 13.1391 9.0425 13.8335 0.096
H 11.3319 8.8890 14.0095 0.095
H 14.5859 14.3347 14.2649 0.023
H 14.5322 13.3814 15.5716 0.025
C 11.0104 17.5240 13.8917 -0.041
C 9.5794 17.9320 13.4548 -0.412
C 9.4612 19.2080 12.6816 -0.235
O 10.1840 19.2045 11.4792 -0.213
C 10.3150 20.4740 10.7828 -0.064
N 8.9647 16.8409 12.6754 0.058
H 11.6309 18.2849 14.3362 0.046
H 11.6303 17.3498 12.9731 0.058
H 10.9776 16.6084 14.4776 0.081
H 9.0397 18.0596 14.4107 0.142
H 9.8815 20.0111 13.3014 0.123
H 8.3961 19.3879 12.4184 0.135
H 10.7141 20.2995 9.8231 0.036
H 10.9640 21.2483 11.2791 0.094
H 9.3126 20.9311 10.7025 0.094
H 8.4677 16.2482 13.3027 0.060
H 9.7676 16.3364 12.3542 0.055
C 20.6108 16.0783 8.2353 -0.069
C 21.0009 16.5643 9.5537 -0.444
C 20.7216 18.0753 9.7670 -0.221
O 21.1942 18.8415 8.7005 -0.194
C 22.6098 19.0631 8.7305 -0.088
N 20.4433 15.7161 10.6674 0.066
H 19.5369 16.1344 8.1107 0.085
H 21.0254 15.0477 8.0666 0.096
H 20.9902 16.7086 7.4101 0.087
H 22.0700 16.5527 9.7217 0.105
H 21.1704 18.2972 10.8150 0.150
H 19.6874 18.2907 9.9198 0.102
H 23.1410 18.0754 8.6008 0.093
H 22.9923 19.4696 9.6152 0.063
H 22.8300 19.6662 7.8206 0.102
H 20.1521 14.7667 10.4303 0.049
H 21.0895 15.7098 11.4379 0.033
C 20.4104 10.4800 7.7445 -0.075
C 20.2225 10.3539 9.2402 -0.430
C 19.8338 11.6892 9.9019 -0.221
O 19.8166 11.3724 11.2802 -0.215
C 19.0492 12.3655 12.0338 -0.065
N 19.2518 9.2757 9.6228 0.039
H 20.3756 9.5242 7.2459 0.068
H 21.4172 10.9626 7.5945 0.086
H 19.7555 11.2176 7.2936 0.066
H 21.1788 10.0470 9.6821 0.131
H 18.8700 12.1404 9.5624 0.116
H 20.6082 12.5193 9.8664 0.123
H 18.9107 11.9192 13.0043 0.060
H 18.0577 12.5243 11.6412 0.083
H 19.5935 13.2989 12.2182 0.064
H 18.3113 9.6388 9.4257 0.078
H 19.4007 9.1338 10.6267 0.066
C 16.3042 15.8148 13.1994 -0.032
C 17.0945 16.7921 12.2967 -0.403
C 16.2246 17.9355 11.8146 -0.209
O 15.0676 17.4191 11.2372 -0.187
C 13.8708 17.4120 11.8974 -0.161
N 18.3501 17.2118 12.8875 0.074
H 17.0367 15.0922 13.6893 0.083
H 15.4472 15.2748 12.7945 0.048
H 15.9385 16.4149 14.0421 0.071
H 17.3084 16.2828 11.3686 0.127
H 16.6859 18.5825 11.0922 0.104
H 15.9551 18.6764 12.5795 0.109
H 13.3735 16.3947 11.7644 0.102
H 13.1406 18.0779 11.4649 0.046
H 13.9605 17.6381 12.9774 0.085
H 18.3288 17.2456 13.8820 0.016
H 19.0723 16.5730 12.5234 0.054

***

Record 2
183
Properties=species:S:1:pos:R:3:mulliken_spin:R:1 method="wB97M-V/def2-TZVPD" multiplicity=2 e_homo_ha="-0.36313 / -0.36313" orbital_gap_ev="8.022 / 2.313" total_charge=+1 molar_mass_g_mol=1104.414
C -2.8839 -1.5412 -4.2082 0.000
C -3.1474 -0.0549 -4.2203 0.000
C -4.6605 0.2181 -4.3712 0.000
O -4.8904 1.6404 -4.2856 0.000
C -6.2573 2.0871 -4.5471 0.000
N -2.6290 0.5062 -2.9624 0.000
H -3.1700 -2.0395 -3.2819 0.000
H -1.8245 -1.7407 -4.3692 0.000
H -3.4658 -1.9726 -5.0227 0.000
H -2.6116 0.3886 -5.0595 0.000
H -5.2125 -0.1296 -3.4980 0.000
H -5.1566 -0.1343 -5.2756 0.000
H -6.3350 3.0586 -4.0590 0.000
H -7.0231 1.4706 -4.0765 0.000
H -6.3740 2.2635 -5.6164 0.000
H -2.7812 1.5045 -2.9808 0.000
H -3.1276 0.1643 -2.1533 0.000
C 0.4905 0.3495 -6.0289 0.000
C 1.9899 0.6387 -6.4126 0.000
C 2.2829 1.2818 -7.7653 0.000
O 3.5953 1.1285 -8.3057 0.000
C 3.8994 1.8828 -9.4748 0.000
N 2.4029 1.5512 -5.3880 0.000
H -0.1969 1.1534 -6.2923 0.000
H 0.2104 -0.1232 -5.0875 0.000
H 0.3518 -0.4054 -6.8028 0.000
H 2.5532 -0.2901 -6.3222 0.000
H 1.8917 2.2973 -7.8262 0.000
H 1.6426 0.7630 -8.4787 0.000
H 4.9537 1.7578 -9.7219 0.000
H 3.6877 2.9331 -9.2745 0.000
H 3.2866 1.5212 -10.3006 0.000
H 3.2808 1.8758 -5.7674 0.000
H 2.7277 1.0431 -4.5777 0.000
C -1.0052 1.0234 2.2260 -0.007
C 0.0065 0.0671 1.6142 0.002
C -0.4244 -0.2686 0.1857 -0.001
O 0.3718 -1.2518 -0.4512 0.000
C 0.1138 -1.3536 -1.8256 0.000
N 1.3747 0.5979 1.5990 0.000
H -0.5591 1.2653 3.1907 0.000
H -2.0556 0.7326 2.2360 0.000
H -1.0485 1.9278 1.6191 0.006
H -0.0810 -0.8627 2.1762 0.000
H -0.4373 0.6658 -0.3754 0.001
H -1.4741 -0.5619 0.1712 0.000
H 0.9060 -1.9774 -2.2396 0.000
H 0.2161 -0.3742 -2.2928 0.000
H -0.7967 -1.9333 -1.9770 0.000
H 1.9465 -0.0743 1.1077 0.000
H 1.3700 1.3445 0.9188 0.000
C -7.3444 -2.8710 4.3403 0.000
C -5.8225 -2.9983 4.2502 0.000
C -5.1040 -1.5844 4.1146 0.000
O -3.7272 -1.6382 3.9943 0.000
C -3.2771 -2.2656 2.8119 0.000
N -5.3403 -3.7542 5.4043 0.000
H -7.6850 -3.8888 4.5304 0.000
H -7.9544 -2.5814 3.4846 0.000
H -7.6742 -2.3177 5.2196 0.000
H -5.6514 -3.5361 3.3177 0.000
H -5.0721 -0.9505 5.0007 0.000
H -5.4542 -0.9066 3.3361 0.000
H -3.4652 -1.6659 1.9213 0.000
H -3.7834 -3.2260 2.7155 0.000
H -2.2259 -2.5453 2.8810 0.000
H -4.3711 -3.5353 5.5853 0.000
H -5.8114 -3.3347 6.1931 0.000
C -0.7744 -0.3824 6.2101 0.000
C -0.5482 -1.8839 5.8157 0.000
C 0.5404 -2.5340 6.7371 0.000
O 1.7817 -1.8308 6.7648 0.000
C 2.9009 -2.7427 6.8499 0.000
N -1.8695 -2.5674 5.9225 0.000
H -1.4361 0.1145 5.5006 0.000
H 0.0884 0.2835 6.1934 0.000
H -1.1843 -0.2604 7.2127 0.000
H -0.2482 -1.8942 4.7679 0.000
H 0.7523 -3.5353 6.3623 0.000
H 0.1413 -2.6568 7.7440 0.000
H 2.6516 -3.4676 7.6248 0.000
H 3.8106 -2.1812 7.0627 0.000
H 3.1083 -3.2678 5.9175 0.000
H -2.2736 -2.4753 6.8436 0.000
H -2.5203 -2.0569 5.3429 0.000
C 0.1856 -7.3479 -2.9505 0.000
C -0.7945 -6.2837 -2.5039 0.000
C -0.5771 -5.6337 -1.1353 0.000
O -1.6404 -4.7223 -1.0205 0.000
C -1.6091 -3.9958 0.2503 0.000
N -0.6452 -5.2319 -3.4522 0.000
H 0.1222 -8.3310 -2.4840 0.000
H 1.2332 -7.0881 -2.7986 0.000
H 0.0016 -7.5752 -4.0005 0.000
H -1.8249 -6.6390 -2.5116 0.000
H 0.3198 -5.0238 -1.0268 0.000
H -0.6460 -6.3230 -0.2938 0.000
H -1.6231 -4.7918 0.9949 0.000
H -2.3951 -3.3158 0.5787 0.000
H -0.6943 -3.4255 0.4116 0.000
H 0.3206 -4.9996 -3.6346 0.000
H -0.9090 -4.4000 -2.9439 0.000
C -2.9339 4.2206 -0.3831 0.013
C -2.2228 5.4466 0.0830 0.058
C -1.1061 5.1365 1.1103 0.137
O -0.3099 6.2615 1.4737 0.078
C -0.7979 7.1791 2.4581 0.003
N -1.6683 6.0938 -1.0852 0.667
H -2.3246 3.3170 -0.3662 -0.002
H -3.3043 4.1575 -1.4063 -0.010
H -3.8417 3.8563 0.0979 0.001
H -2.8909 6.1904 0.5173 0.046
H -0.3905 4.3379 0.9150 -0.013
H -1.5792 4.7661 2.0197 -0.007
H -1.8835 7.2517 2.5239 0.003
H -0.3705 8.1643 2.2717 0.000
H -0.4067 6.8071 3.4050 0.004
H -1.0775 5.4579 -1.6017 -0.001
H -0.9438 6.6787 -0.6940 0.000
C 2.9442 -4.0389 -4.2228 0.000
O 1.7360 -3.9242 -4.3960 0.000
N 3.7047 -3.0698 -3.9615 0.000
N 3.6348 -5.1139 -4.4239 0.000
H 4.6915 -3.2656 -3.8717 0.000
H 3.4165 -2.1107 -3.8307 0.000
H 3.3151 -6.0627 -4.5570 0.000
H 4.6306 -4.9598 -4.4938 0.000
C 5.9543 1.3408 1.0943 0.000
O 6.4372 2.4589 0.8836 0.000
N 6.5704 0.1855 0.9952 0.000
N 4.7027 1.0555 1.1616 0.000
H 6.0079 -0.6343 1.1731 0.000
H 7.4962 0.2472 0.5962 0.000
H 4.4670 0.1349 1.5037 0.000
H 4.0023 1.7638 0.9946 0.000
C 4.7166 -0.2419 -2.4982 0.000
O 3.9992 0.2276 -3.3331 0.000
N 5.9873 -0.4107 -2.6267 0.000
N 4.2776 -0.6357 -1.3268 0.000
H 6.4146 -0.2111 -3.5198 0.000
H 6.4979 -0.4906 -1.7589 0.000
H 4.8830 -0.9081 -0.5656 0.000
H 3.3074 -0.5243 -1.0690 0.000
C 3.2440 4.2837 0.2375 0.000
O 2.9949 3.1377 0.2552 0.001
N 2.3858 5.2131 0.0106 0.000
N 4.3799 4.8283 0.5297 0.000
H 2.7384 6.1596 0.0148 0.000
H 1.4013 5.0223 -0.1093 -0.004
H 4.4844 5.8135 0.3330 0.000
H 5.1006 4.2346 0.9146 0.000
C 0.7863 3.1561 -2.4967 -0.002
O 0.0901 3.7197 -1.6999 0.021
N 1.9186 2.6165 -2.1173 0.007
N 0.5706 3.1680 -3.8039 0.002
H 2.1606 2.9160 -1.1836 -0.001
H 2.5547 2.0889 -2.6980 -0.001
H 1.2076 2.8833 -4.5342 0.000
H -0.3683 3.4939 -3.9838 0.000
C -4.0524 4.2409 3.5747 0.000
O -4.7107 4.7007 2.6999 0.000
N -3.6567 3.0110 3.6052 0.000
N -3.8046 4.8650 4.6334 0.000
H -3.8845 2.3340 2.8911 0.000
H -3.2519 2.6297 4.4482 0.000
H -3.9673 5.8409 4.8365 0.000
H -3.7051 4.3731 5.5099 0.000
C 2.9007 -2.3408 1.9204 0.000
O 3.4986 -1.5752 1.2006 0.000
N 1.8156 -2.9729 1.6313 0.000
N 3.1372 -2.5169 3.2034 0.000
H 1.4832 -3.6132 2.3382 0.000
H 1.3877 -2.7345 0.7480 0.000
H 2.5498 -3.1290 3.7514 0.000
H 3.9548 -2.0860 3.6106 0.000
C 2.5973 1.2009 5.1037 0.000
O 3.1202 1.6159 6.1143 0.000
N 2.2262 -0.0327 4.7972 0.000
N 2.4006 1.9273 4.0625 0.000
H 1.6943 -0.1442 3.9459 0.000
H 2.3143 -0.7626 5.4897 0.000
H 2.7639 2.8691 4.0972 0.000
H 1.8919 1.4830 3.3115 0.000